# 1
# C18H45FN8O5P3

3 unconnected molecules or ions with the total composition C18H45FN8O5P3 (ωB97M-V with the def2-TZVPD basis set, the OMol25 dataset).

Geometry as XYZ:
```
80
Properties=species:S:1:pos:R:3:forces:R:3:mulliken_charge:R:1
C 4.55746 -1.62463 1.01143 -0.2211 -0.5457 0.2088 -0.77
O 3.56947 -1.37766 0.01314 -0.0227 0.0413 -0.2455 -0.27
C 3.76298 -0.20330 -0.72988 0.4548 0.0941 0.1072 -1.34
C 2.56199 0.70347 -0.60403 0.4303 0.0823 0.0498 0.94
C 2.65178 1.89528 0.13521 -0.2213 -0.0204 -0.2547 -0.42
C 1.53847 2.67018 0.20277 0.0199 0.2168 0.2199 -0.21
C 0.38924 2.18732 -0.43445 -0.7784 0.4484 -0.0044 0.42
F -0.71442 2.90745 -0.34256 0.1924 -0.1829 -0.0754 -0.26
N 0.28698 1.09004 -1.11772 0.6710 -0.0005 0.3234 -0.78
N 1.41928 0.38268 -1.18906 -0.7793 -0.4662 0.2497 0.93
P 1.29682 -1.16659 -2.22652 1.4013 -0.6069 -1.3419 0.22
O 0.78196 -2.14333 -1.05556 -0.5982 0.5475 0.1100 -0.46
O 0.02074 -0.85595 -3.13230 -0.1364 -0.0409 1.1172 -0.41
H 4.58354 -2.70196 1.16091 -0.0310 -0.0239 -0.0462 0.26
H 5.55472 -1.31634 0.69921 -0.0341 0.1921 -0.0073 0.37
H 4.25926 -1.17910 1.96207 0.1709 0.2531 -0.0392 0.26
H 4.62515 0.35444 -0.35762 -0.0459 0.0830 0.0428 0.54
H 3.98976 -0.43219 -1.77449 -0.2302 -0.0637 -0.0673 0.44
H 3.57575 2.19965 0.60310 0.0220 -0.0779 0.1038 0.39
H 1.51312 3.61499 0.72762 -0.0190 -0.0181 0.1048 0.43
H 0.58482 -3.02599 -1.40025 0.1041 -0.1063 0.1349 0.35
H -0.78233 -0.95996 -2.58842 -0.3423 0.2716 -0.4386 0.34
O 2.85386 3.35968 3.26735 1.5977 -2.7685 -0.2324 -0.68
P 2.72811 3.22142 4.74806 -2.7600 4.4728 2.2623 0.33
N 1.06920 2.91408 4.95696 -0.2125 0.3798 -0.5377 0.20
C 0.26232 3.26630 6.10936 0.1048 -0.2349 0.4460 -0.85
C 0.65821 1.63062 4.40517 0.2331 -0.1664 -0.1867 -1.01
N 3.15366 4.83849 5.24602 -0.4371 0.0188 -0.1706 0.25
C 2.12878 5.80417 5.62609 -0.0981 -0.0029 0.2925 -1.13
C 4.07128 5.48665 4.30612 0.1866 -0.1028 -0.0804 -1.09
N 3.32225 2.44775 6.17629 1.5782 -1.8292 -1.9357 0.11
C 3.53769 3.20012 7.40332 -0.1304 0.3348 0.2255 -0.87
C 4.51274 1.61922 5.88567 -0.1070 -0.1261 -0.1417 -0.91
H 0.43842 2.61170 6.97493 0.0110 0.0036 -0.0132 0.30
H -0.79182 3.17770 5.83982 0.0302 -0.1095 -0.0834 0.39
H 0.40071 4.29510 6.41292 0.0847 -0.0661 0.0062 0.16
H 0.96459 0.78848 5.04294 -0.0932 -0.0086 0.0155 0.33
H 1.09300 1.48327 3.41438 0.0539 0.0368 0.0351 0.13
H -0.42606 1.59722 4.29184 -0.0108 0.0777 0.0774 0.39
H 1.32527 5.89289 4.88351 0.0004 0.0437 0.0272 0.35
H 2.58850 6.78475 5.75394 0.0884 -0.0203 -0.1507 0.39
H 1.69401 5.57387 6.59756 0.0277 -0.0367 -0.0287 0.30
H 3.55592 5.90158 3.43228 0.0208 -0.0410 -0.0226 0.29
H 4.83004 4.79166 3.95059 -0.0183 -0.0027 -0.0093 0.33
H 4.58832 6.29942 4.81903 -0.0667 -0.0002 0.0767 0.39
H 4.29708 3.97900 7.31218 -0.0426 0.0155 -0.0557 0.31
H 3.86343 2.48771 8.16364 -0.0475 -0.1120 -0.0904 0.42
H 2.61272 3.63852 7.77389 -0.0070 0.1184 -0.1554 0.23
H 5.38954 2.22811 5.63277 0.0495 -0.0425 0.0959 0.33
H 4.31056 0.95198 5.04354 -0.0056 0.0402 0.0032 0.22
H 4.76177 0.99195 6.74070 -0.0629 0.0442 0.0549 0.38
O -3.33985 -5.10654 -6.51797 0.5213 1.8733 -2.4258 -0.79
P -3.87434 -3.92500 -5.80104 -1.8223 -1.5344 4.9440 0.46
N -2.69032 -3.65879 -4.59226 0.1438 -0.6042 0.2749 0.16
C -2.89872 -3.08156 -3.28899 -0.1099 0.4980 -0.0437 -0.40
C -1.40962 -3.25602 -5.14794 0.0184 0.0211 -0.4353 -1.06
N -5.34280 -4.58824 -5.12944 0.2792 -0.0770 0.3165 0.19
C -5.41249 -4.99698 -3.73349 -0.0441 0.2202 0.1881 -1.14
C -5.88881 -5.66843 -5.95781 -0.0154 -0.0148 -0.2149 -1.10
N -4.46777 -2.30359 -5.92308 0.9475 -0.0687 -2.8054 0.14
C -5.61707 -1.86241 -5.15072 -0.1966 -0.0653 0.3380 -0.88
C -4.63479 -1.90204 -7.33746 0.2112 -0.0261 -0.0767 -0.99
H -3.03408 -1.98424 -3.31544 -0.0203 -0.0179 0.0092 0.23
H -2.02207 -3.29288 -2.66476 0.0632 -0.0166 -0.0935 0.12
H -3.73780 -3.52133 -2.76525 -0.0256 0.0827 -0.0743 0.03
H -1.41932 -2.20329 -5.47133 0.1059 0.0105 0.0855 0.34
H -1.14803 -3.87620 -6.00501 -0.1032 -0.0165 -0.0067 0.34
H -0.61295 -3.38111 -4.41063 -0.0846 -0.0194 0.0930 0.26
H -4.58816 -5.65966 -3.43781 -0.0421 -0.0168 0.0364 0.36
H -6.35300 -5.52038 -3.55719 0.0249 -0.0960 -0.1376 0.40
H -5.44313 -4.13981 -3.05957 0.0138 0.0025 -0.0523 0.31
H -5.38409 -6.62492 -5.78745 0.0370 0.0151 -0.0567 0.32
H -5.81014 -5.43228 -7.01690 0.0372 -0.0113 0.0074 0.37
H -6.94907 -5.78938 -5.72658 0.0084 0.0643 0.0895 0.37
H -6.53890 -2.39401 -5.39575 0.0399 -0.0538 0.0246 0.32
H -5.76392 -0.80149 -5.36460 0.1311 0.0006 -0.0651 0.42
H -5.43527 -1.93350 -4.07884 -0.0041 -0.2040 -0.0102 0.22
H -5.45976 -2.43624 -7.82409 -0.0455 0.0979 -0.0073 0.34
H -3.72144 -2.11026 -7.89906 -0.0285 -0.0425 0.0213 0.32
H -4.82290 -0.83130 -7.41299 -0.0150 0.0062 0.1017 0.36
```
Positions in Å, forces in eV/Å.

For the lowest unoccupied orbital energy, the calculation gives -4.57 eV. The HOMO energy comes out at -10.127 eV. Its HOMO-LUMO gap is 5.557 eV. The charge is +1.

# 2
# C5H11NO

A single C5H11NO molecule (ωB97M-V with the def2-TZVPD basis set, the OMol25 dataset).

Geometry as XYZ:
```
18
Properties=species:S:1:pos:R:3:forces:R:3:mulliken_charge:R:1
C 2.65684 0.67966 -0.33094 0.3909 0.1626 -0.1843 -0.90
N 1.35051 0.63308 0.27313 -0.0883 0.0094 -0.0125 -0.28
C 0.44429 -0.34641 0.02673 -0.3248 0.2345 -0.1346 0.84
O 0.99893 -1.57086 -0.19877 -0.2569 -0.2112 0.1459 -0.55
C -0.89702 -0.22971 0.00573 0.0326 0.2060 0.2692 0.24
C -1.76318 -1.32617 0.55634 -0.2187 -0.1138 -0.0680 -1.30
C -1.59340 1.07210 -0.20542 -0.0417 0.3068 0.0603 -1.57
H 3.40452 0.93460 0.41557 0.1029 0.1016 0.0594 0.29
H 2.68650 1.41990 -1.12758 0.1437 0.1416 -0.1790 0.27
H 2.95233 -0.27881 -0.75487 -0.3159 -0.0128 0.1185 0.32
H 0.95864 1.50311 0.59823 0.0914 -0.1459 -0.0642 0.26
H 0.21891 -1.96604 -0.62006 0.6677 -0.7162 -0.0408 0.35
H -2.25579 -0.91832 1.44987 -0.0753 -0.1945 -0.0307 0.30
H -1.22383 -2.22676 0.87257 -0.0430 0.1931 -0.1042 0.37
H -2.55513 -1.61636 -0.13546 -0.1184 -0.1315 -0.0202 0.31
H -2.52627 0.91519 -0.76414 0.1518 0.0087 0.0916 0.39
H -1.87372 1.56135 0.73553 -0.0497 0.1178 -0.0046 0.30
H -0.98314 1.76045 -0.79643 -0.0483 0.0439 0.0981 0.36
```
Positions in Å, forces in eV/Å.

For the lowest unoccupied orbital energy, the calculation gives 0.91 eV. The HOMO energy comes out at -7.207 eV. Its HOMO-LUMO gap is 8.122 eV. The charge is 0. As for the SMILES: CNC(O)=C(C)C.